Record 1
DFT (ωB97M-V with the def2-TZVPD basis set) results for C27H21CuF5N3O7S as an isolated structure.

```
65
Properties=species:S:1:pos:R:3:forces:R:3
Cu 0.0203 0.3646 -0.2589 -0.401 0.300 -0.184
S 0.7058 -1.7894 -2.8616 -0.035 -0.020 0.162
F -0.4526 2.1679 -2.4254 0.017 0.018 -0.018
F 0.4153 -2.4487 -5.3826 0.014 -0.068 -0.086
F 0.3021 -0.3220 -5.0121 0.033 0.093 -0.050
F -2.2475 1.0371 -1.8488 -0.009 -0.002 -0.063
F -1.3607 -1.5998 -4.4878 -0.067 0.003 0.002
O -0.2658 -2.3594 6.0015 0.044 -0.035 0.040
O 2.1292 -1.7175 -3.0991 -0.001 0.020 -0.006
O 1.2063 -2.4141 4.2238 0.042 -0.049 0.037
O 0.1937 -3.0771 -2.4536 0.033 0.018 -0.022
O 0.1568 -0.6598 -2.1153 0.071 -0.176 -0.235
O -0.4665 3.1652 2.9355 -0.136 -0.017 -0.030
O -0.0272 1.7360 1.2781 0.060 0.007 0.200
N 1.0749 -1.4770 0.4223 -0.037 -0.027 -0.083
N 2.3687 0.7035 -0.3793 -0.046 0.012 -0.151
N -1.5653 -1.0437 0.9127 0.100 -0.070 0.003
C -1.2081 -0.1269 5.4899 -0.025 0.026 -0.006
C 4.2529 1.8770 -1.2139 0.030 0.013 0.031
C -3.4666 -1.5210 2.2586 0.004 0.008 0.018
C 0.5793 -0.2112 3.2925 -0.006 0.032 -0.019
C -0.3834 -1.1998 5.2640 -0.051 -0.010 0.017
C -0.2639 0.8878 3.4901 -0.076 -0.100 -0.004
C -3.2958 0.6520 0.9979 0.016 -0.045 0.030
C 4.9801 0.7053 -1.2572 -0.002 0.009 0.011
C 0.4943 -1.2319 4.2013 -0.002 0.023 -0.064
C -1.1242 0.9312 4.5785 0.025 -0.036 0.025
C -0.2598 2.0329 2.4948 0.161 0.192 0.006
C 0.8045 -3.8223 0.6831 -0.011 -0.007 0.010
C 4.3835 -0.4758 -0.8499 0.037 0.006 -0.003
C -1.6930 -3.1026 2.1152 -0.012 0.000 0.043
C 2.1068 -4.0188 0.2691 0.012 -0.026 -0.013
C 3.0670 -0.4309 -0.4221 -0.079 -0.085 0.055
C 2.3280 -1.6590 0.0049 -0.016 0.038 -0.003
C 2.9333 1.8467 -0.7636 0.019 0.062 0.043
C 2.8872 -2.9286 -0.0607 0.021 0.021 0.012
C -1.1217 1.6551 -1.3291 0.297 -0.230 0.251
C -2.9312 -2.7416 2.6174 0.011 -0.004 -0.005
C 0.6301 -3.1880 5.2667 -0.001 0.018 -0.015
C 0.3263 -2.5232 0.7665 0.033 0.055 0.008
C -0.0278 -1.5180 -4.5229 -0.005 -0.043 0.065
C 2.1050 3.0950 -0.7127 0.013 -0.050 -0.015
C -1.0427 -2.2187 1.2657 -0.002 0.009 -0.027
C -2.7526 -0.6844 1.4016 -0.039 0.037 -0.054
H -3.6835 0.6091 -0.0209 0.017 -0.012 0.033
H -1.8901 -0.1071 6.3295 0.002 -0.004 0.000
H -3.4603 -3.3977 3.2976 0.001 0.003 -0.002
H -4.0909 0.9642 1.6742 -0.004 0.006 -0.003
H 3.8993 -3.0692 -0.4059 -0.007 -0.012 -0.022
H 1.2411 -0.2444 2.4386 -0.011 0.021 0.052
H 4.9312 -1.4042 -0.8919 0.002 -0.004 0.005
H 2.5057 -5.0205 0.1755 -0.002 -0.001 0.003
H 1.6639 3.2749 -1.6948 -0.027 0.006 0.009
H -1.2204 -4.0287 2.4098 -0.018 -0.004 0.005
H 1.2966 2.9854 0.0097 0.021 0.003 0.001
H 0.0770 -4.0307 4.8360 -0.033 0.009 -0.026
H -4.4226 -1.1956 2.6468 0.004 0.007 0.001
H 6.0047 0.7059 -1.6078 -0.003 -0.003 -0.006
H -2.4967 1.3914 1.0081 0.009 0.028 0.036
H 0.1577 -4.6610 0.8947 0.013 0.001 0.011
H -1.7367 1.8138 4.7051 0.005 0.005 -0.009
H 2.7252 3.9521 -0.4478 -0.001 0.013 -0.015
H 4.6892 2.8178 -1.5236 -0.006 -0.003 -0.004
H 1.4177 -3.5474 5.9311 0.003 0.009 0.002
H -1.4671 2.5134 -0.7434 0.000 0.011 0.013
```
Forces are in eV/Å.

expectation value of S² = 0.753
total charge = -1
ΔE to the lowest compared entry with this formula, charge and spin = 6.8 kcal/mol
spin multiplicity = 2
E_LUMO (alpha / beta) = 2.31 / 2.32 eV
total energy = -4270.589386 Ha
orbital gap (alpha / beta) = 7.35 / 7.89 eV



Record 2
DFT (ωB97M-V with the def2-TZVPD basis set) results for C29H41N5O5OsP as an isolated structure.

```
82
Properties=species:S:1:pos:R:3:forces:R:3
Os -0.3544 -0.5936 -0.1023 -0.688 -0.976 1.338
P 1.9977 -0.9936 -0.0214 -0.341 0.236 1.081
O -1.0824 0.1141 1.6764 0.356 -0.104 0.480
O -2.4100 -0.8851 -0.8343 -0.402 0.086 0.171
O 0.5710 -4.2096 -1.6496 -0.030 -0.079 0.004
O -0.2127 -2.2735 -0.8994 0.489 -0.396 -1.758
O -1.5681 -2.3216 1.1477 -0.121 -0.076 0.156
N -2.1957 0.1655 3.6222 0.020 0.083 0.032
N -0.1134 3.2004 -1.6876 0.083 0.058 -0.083
N -1.6432 1.5097 -2.0052 -0.146 0.129 -0.010
N -0.0231 1.2462 -0.3121 0.210 0.759 -1.371
N -3.3474 -2.6357 -1.9313 -0.136 -0.111 -0.113
C 1.0379 3.7860 -0.9874 0.115 -0.011 -0.016
C -2.5838 -2.9475 0.3601 0.175 -0.034 -0.178
C 4.4702 1.8260 -2.6280 -0.011 0.059 -0.030
C -3.7108 -4.0664 -1.9845 0.047 0.084 0.033
C 2.1799 -2.5547 -0.9444 -0.043 0.044 -0.120
C 1.9559 -0.9800 2.7633 -0.026 -0.023 0.060
C 0.8311 -3.1443 -1.2111 -0.265 0.077 0.274
C -2.8694 -0.4678 4.7657 0.028 0.025 0.010
C 4.1353 0.7433 -0.5049 0.013 0.004 -0.077
C 2.5134 0.4757 -2.2825 0.066 -0.023 0.035
C 2.6943 -1.2357 1.6110 0.369 -0.160 -0.189
C 3.2711 1.2973 -3.0994 -0.008 -0.009 0.016
C -2.1574 3.6912 -2.9604 0.013 -0.016 0.056
C 3.9941 -1.7473 1.7171 -0.049 -0.017 0.044
C -1.7278 -0.4919 2.5963 0.025 0.103 0.123
C -1.9925 1.6136 3.7647 0.008 -0.014 0.010
C -3.5351 -1.8865 -3.1786 -0.034 -0.074 0.064
C 0.9525 1.9153 0.5908 -0.448 0.260 0.120
C 4.8947 1.5595 -1.3355 -0.014 -0.002 0.052
C 2.9534 0.1841 -0.9857 0.167 -0.012 -0.175
C -2.3576 2.1986 -3.0953 0.045 -0.005 -0.015
C -0.6742 3.9631 -2.8241 -0.054 -0.008 -0.015
C -0.6109 2.0260 -1.3587 0.294 -0.108 0.181
C 2.5149 -1.2184 4.0108 0.011 0.043 -0.021
C -1.9074 -1.9837 2.4770 0.022 0.042 -0.062
C 0.9443 3.4225 0.4708 -0.115 0.003 0.051
C -2.7926 -2.1033 -0.8818 0.153 0.261 -0.035
C 4.5448 -1.9852 2.9645 0.029 0.023 -0.018
C 3.8067 -1.7154 4.1105 -0.013 -0.025 0.023
H -1.9775 1.8411 -4.0536 0.007 -0.026 -0.003
H -2.5490 4.2098 -3.8332 -0.002 -0.010 -0.007
H 4.2384 -1.9046 5.0842 0.000 0.013 -0.004
H -3.7796 0.0861 4.9838 -0.019 -0.010 -0.023
H 1.9479 -1.0123 4.9090 -0.006 -0.018 -0.003
H -1.2896 1.8032 4.5755 0.001 -0.016 0.007
H -0.4815 5.0165 -2.6378 0.009 -0.006 0.049
H -4.5871 -1.9153 -3.4554 -0.009 0.015 0.010
H -2.2616 -3.9549 0.1055 0.047 0.006 0.025
H 5.5488 -2.3795 3.0442 -0.009 -0.007 0.001
H 2.8100 -3.2619 -0.4064 -0.034 -0.065 -0.026
H 0.0321 3.8457 0.8984 0.031 0.044 0.001
H 1.7928 3.8289 1.0202 -0.012 -0.010 0.019
H -3.1246 -1.5032 4.5719 0.008 -0.006 -0.016
H 1.9678 3.4214 -1.4343 -0.014 -0.001 -0.014
H 1.5872 0.0509 -2.6617 0.043 -0.047 -0.041
H 0.9418 -0.6109 2.6882 0.051 0.086 -0.036
H -0.1366 3.6810 -3.7323 0.027 0.002 0.005
H -3.5251 -3.0041 0.9106 -0.003 -0.007 0.016
H -2.9498 -2.3617 -3.9648 0.020 0.009 -0.002
H -2.9465 2.0748 4.0116 -0.007 -0.008 -0.008
H 5.8240 1.9775 -0.9722 -0.006 -0.002 -0.001
H -2.6864 4.0639 -2.0812 -0.010 0.030 -0.024
H 4.4680 0.5447 0.5059 0.018 -0.011 -0.014
H -2.0878 0.6853 -1.6164 0.060 -0.084 -0.063
H 0.9932 4.8622 -1.1314 -0.023 0.004 -0.031
H -2.9314 -2.2711 2.7080 -0.009 -0.016 -0.009
H -4.3774 -4.2131 -2.8282 -0.033 -0.001 0.016
H 2.9451 1.5099 -4.1092 0.010 -0.015 -0.004
H -3.2206 -0.8589 -3.0468 0.015 0.001 -0.011
H -2.2157 -0.4237 5.6362 0.012 0.008 -0.004
H -1.6115 2.0301 2.8403 -0.013 0.009 -0.011
H -1.2369 -2.4997 3.1696 0.013 0.003 -0.006
H 5.0769 2.4449 -3.2758 -0.011 0.006 0.000
H 1.9476 1.5515 0.3588 -0.021 0.051 -0.007
H 4.5775 -1.9674 0.8297 0.001 0.009 0.006
H 0.7003 1.6073 1.6042 -0.013 -0.084 0.004
H -3.4081 1.9247 -3.0252 -0.007 -0.004 0.035
H -4.2287 -4.3778 -1.0809 -0.040 0.016 -0.009
H -2.8150 -4.6698 -2.1328 0.003 -0.009 -0.012
H 2.6357 -2.3690 -1.9198 0.128 0.050 0.067
```
Forces are in eV/Å.

total charge = +3
E_LUMO (alpha / beta) = -10.20 / -10.20 eV
total energy = -2210.810609 Ha
orbital gap (alpha / beta) = 6.79 / 6.79 eV